No. 1
ORCA calculation (ωB97M-V/def2-TZVPD) on a molecular structure, C11H27N5O7 at a distorted geometry.

The geometry in ORCA input format:
```
! wB97M-V def2-TZVPD RIJCOSX def2/J DEFGRID3
* xyz 0 1
C 11.65563 18.06915 22.97147
N 10.78035 17.90468 21.76058
O 11.42504 17.90415 20.71390
O 9.55007 17.71999 21.86503
H 11.37212 17.19465 23.55711
H 11.29549 19.02358 23.35547
H 12.72853 18.05483 22.77968
C 10.19688 22.02535 22.42320
N 9.55491 20.84931 23.05891
O 10.02034 19.74645 22.84751
O 8.61656 20.99400 23.80704
H 11.14130 22.05449 22.96664
H 9.47682 22.80467 22.67275
H 10.26857 21.82380 21.35439
C 11.46037 18.06723 25.15951
O 11.87009 17.05324 24.58330
N 10.93952 18.07747 26.43361
C 10.26957 19.28644 26.90259
C 10.91627 16.92867 27.27981
H 11.45814 19.02730 24.62057
H 9.20230 19.06502 26.90258
H 10.35282 20.06644 26.14578
H 10.62712 19.63170 27.87267
H 11.42788 16.04863 26.89007
H 11.41403 17.15037 28.22383
H 9.86984 16.65503 27.41471
C 8.91811 16.66103 17.69464
O 7.69935 16.56484 17.42051
N 9.61387 17.75630 18.12657
C 10.99796 17.55561 18.55686
C 9.04021 19.04154 18.36063
H 9.55492 15.76298 17.68173
H 11.03216 17.44109 19.64029
H 11.57802 18.43544 18.27843
H 11.45758 16.69229 18.07569
H 8.03658 19.25125 17.99069
H 8.88812 19.18175 19.43083
H 9.69451 19.84301 18.01764
C 8.56588 14.46710 24.59297
O 7.91632 13.63385 24.00283
N 9.20708 15.46420 23.98815
C 10.24921 16.14139 24.76663
C 9.02146 15.77863 22.56669
H 8.74929 14.45415 25.67851
H 11.25811 15.73984 24.67192
H 10.01819 16.17167 25.83144
H 10.30599 17.13055 24.31227
H 9.94229 15.68165 21.99157
H 8.34370 15.05169 22.11915
H 8.54518 16.74617 22.40820
*
```

Calculated values
Total energy in eV: -33605.44772
Lowest unoccupied orbital energy in eV: -0.7
ΔE to the lowest compared entry with this formula, charge and spin in eV: 15.793
Gap between HOMO and LUMO in eV: 6.63

No. 2
ORCA calculation (ωB97M-V/def2-TZVPD) on 3 unconnected molecules or ions with the total composition C13H31FNO6PS.

The geometry in ORCA input format:
```
! wB97M-V def2-TZVPD RIJCOSX def2/J DEFGRID3
* xyz 0 1
C 7.10225 -5.01506 2.20866
C 6.54926 -3.72829 1.60068
C 5.21252 -3.87963 0.86013
N 4.41980 -5.02304 1.35247
C 3.42344 -5.48909 0.47844
O 3.57255 -6.35303 -0.31610
O 2.18719 -4.85173 0.48588
C 1.81797 -3.92434 1.43759
F 2.22657 -2.66844 1.07591
P -0.03923 -3.91151 1.55661
O -0.33841 -5.36056 2.19009
O -0.26459 -2.87502 2.76572
S -0.98141 -3.48297 -0.01860
H 8.12403 -4.84931 2.55802
H 7.11564 -5.82776 1.47932
H 6.51177 -5.34936 3.06504
H 6.44798 -2.96231 2.37665
H 7.27966 -3.33834 0.88550
H 4.64653 -2.94365 0.93435
H 5.39290 -4.06497 -0.20216
H 4.09087 -4.88758 2.29997
H 2.28022 -4.13498 2.41311
H 0.38961 -5.77054 2.67395
H -0.02531 -3.21889 3.63598
C -3.60895 1.66789 -0.89290
C -4.09420 1.79749 0.53999
O -4.21800 0.56555 1.22983
C -3.02680 -0.19241 1.35925
C -1.91902 0.50975 2.12526
H -4.26592 1.00797 -1.46172
H -3.60244 2.64935 -1.37142
H -2.59602 1.26564 -0.94726
H -5.09887 2.22163 0.55205
H -3.45002 2.48927 1.09595
H -2.66166 -0.51652 0.37888
H -3.32737 -1.09421 1.89350
H -1.56643 1.40548 1.61179
H -1.07021 -0.16739 2.23307
H -2.26360 0.80004 3.11940
C -1.21162 6.46856 -2.26259
C -1.76684 5.17054 -2.82288
O -3.16066 5.00505 -2.62952
C -3.99545 5.98703 -3.21858
C -3.86661 6.08797 -4.72856
H -1.43858 6.55517 -1.19913
H -0.12824 6.48882 -2.38856
H -1.61812 7.34363 -2.77124
H -1.31617 4.32241 -2.30605
H -1.50866 5.07231 -3.88353
H -3.82672 6.96625 -2.75574
H -5.00776 5.67995 -2.95434
H -2.87419 6.41978 -5.03619
H -4.58836 6.81123 -5.11053
H -4.06429 5.12220 -5.19545
*
```

Calculated values
Total energy in eV: -50600.96393
Lowest unoccupied orbital energy in eV: -0.3
ΔE to the lowest compared entry with this formula, charge and spin in eV: 0.000
SMILES: CCCNC(=O)O[C@@H](F)P(O)(O)=S.CCOCC.CCOCC
Gap between HOMO and LUMO in eV: 8.89

No. 3
ORCA calculation (ωB97M-V/def2-TZVPD) on 2 unconnected molecules or ions with the total composition CH4N4S at a distorted geometry.

The geometry in ORCA input format:
```
! wB97M-V def2-TZVPD RIJCOSX def2/J DEFGRID3
* xyz 0 1
N -2.17747 0.30267 -0.28898
N -0.91429 0.61791 -0.18600
N -0.60075 1.17532 0.84764
S -1.93011 1.40479 1.81616
N -2.89054 0.59850 0.72340
C 1.67838 -0.78198 -0.52565
H 2.19545 -1.75988 -0.30451
H 1.35939 -0.08510 0.20741
H 2.46835 -0.43086 -1.17420
H 0.81159 -1.04136 -1.11525
*
```

Calculated values
Total energy in eV: -17894.49830
Lowest unoccupied orbital energy in eV: -0.8
ΔE to the lowest compared entry with this formula, charge and spin in eV: 1.768
SMILES: n1nnsn1.C
Gap between HOMO and LUMO in eV: 10.45